No. 1
Density functional theory data (wB97M-V/def2-TZVPD) for one molecule with the formula C6H11N3O in a non-equilibrium geometry.

```
21
Properties=species:S:1:pos:R:3:forces:R:3:mulliken_charge:R:1
C -1.274 0.908 0.320 0.6 3.2 0.6 0.230
C -1.052 0.331 1.690 -2.3 0.4 -2.8 -0.760
C -2.391 0.097 -0.311 -1.8 -0.5 3.1 0.261
C 1.632 0.403 -1.800 2.4 -1.9 0.4 -1.377
C 1.586 -0.946 0.550 0.9 2.1 -0.2 -1.282
C 1.144 0.298 -0.303 -1.8 -2.8 -1.1 0.182
N -1.739 -0.759 1.616 0.4 0.3 0.6 0.468
N -2.464 -0.990 0.524 -1.2 -1.7 0.4 -0.867
N -0.339 0.147 -0.387 3.8 0.2 0.1 -0.173
O -3.075 0.255 -1.288 0.6 0.4 -0.7 -0.612
H -1.202 2.046 0.223 -0.3 -1.3 0.0 0.393
H -0.357 0.655 2.373 1.2 0.2 1.8 0.585
H 1.227 1.298 -2.119 -0.9 2.1 -0.8 0.471
H 2.772 0.596 -1.775 -1.7 -0.7 -0.3 0.334
H 1.351 -0.351 -2.668 0.5 0.9 2.4 0.286
H 1.399 -1.757 -0.070 -0.3 -1.8 -1.1 0.362
H 1.001 -1.102 1.460 0.2 0.4 -0.2 0.348
H 2.650 -0.918 0.775 0.1 0.0 0.2 0.375
H 1.376 1.216 0.151 0.5 1.3 0.8 0.307
H -1.601 -1.463 2.324 -0.6 -0.5 -0.2 0.296
H -0.644 0.035 -1.284 -0.3 -0.4 -3.1 0.173
```
Forces are in eV/Å.

Calculated values
LUMO energy (spin up / spin down)	0.37 / 0.37	eV
spin multiplicity	1
frontier orbital gap (spin up / spin down)	8.79 / 8.79	eV
HOMO (spin up / spin down)	-8.4222 / -8.4226	eV

---

No. 2
Density functional theory data (wB97M-V/def2-TZVPD) for C29H62NO17P as an isolated structure in a non-equilibrium geometry.

```
110
Properties=species:S:1:pos:R:3:forces:R:3:mulliken_charge:R:1
N 29.225 3.436 46.883 1.9 2.0 4.2 2.784
H 28.348 3.889 46.974 -1.5 0.5 -0.3 -0.369
H 29.828 3.390 46.115 -0.3 0.6 -2.2 -0.790
H 29.228 2.512 47.362 -1.2 0.9 -0.4 -1.156
H 29.890 3.977 47.582 -2.1 -1.2 -1.3 0.084
P 27.739 2.952 49.771 1.8 0.5 1.9 0.063
O 27.020 2.775 51.038 -1.2 -0.2 2.1 -0.958
O 29.260 3.081 49.900 1.5 1.4 1.8 -0.698
O 27.329 4.087 48.933 -2.0 3.7 -3.3 -0.614
O 27.624 1.683 48.906 -0.5 9.7 -5.9 -0.056
O 32.909 2.005 42.390 4.7 -1.1 0.5 -0.562
C 31.820 2.339 42.176 -3.2 0.3 1.0 0.261
O 31.161 1.928 41.089 -2.3 0.0 -0.3 -0.174
C 31.746 1.032 40.152 2.2 -0.8 1.7 -0.190
C 30.750 0.582 39.179 -1.0 -0.8 -0.4 -1.096
C 30.977 3.191 43.116 -1.1 0.2 -3.2 -0.187
H 32.184 0.104 40.669 -0.3 1.5 -0.5 0.258
H 32.515 1.641 39.727 1.0 -0.2 -0.6 0.302
H 30.159 -0.177 39.731 -0.8 1.1 -0.4 0.248
H 31.180 -0.127 38.435 0.1 1.2 -0.1 0.406
H 30.251 1.521 38.794 -0.1 -1.7 0.0 0.250
H 31.358 3.384 44.062 1.5 0.7 1.3 0.329
H 29.982 2.748 43.340 0.5 0.9 -0.9 -0.520
H 30.989 4.101 42.496 -1.0 0.3 0.6 0.237
O 28.814 -0.824 51.159 -1.8 -0.6 -0.6 -0.772
C 27.737 -0.888 50.531 -0.5 0.3 -1.5 0.317
O 26.585 -1.555 51.045 -0.1 1.5 -0.7 -0.225
C 26.530 -2.275 52.228 -8.1 12.4 3.2 -0.959
C 25.008 -2.441 52.645 1.3 -0.7 -4.9 -1.103
C 27.405 -0.278 49.189 1.4 -11.6 3.8 -0.436
H 27.124 -1.879 53.069 -0.5 1.1 0.0 0.371
H 27.024 -2.962 52.069 7.5 -13.7 -2.7 0.806
H 25.126 -2.816 53.542 -0.1 -0.7 5.6 0.487
H 24.638 -3.454 52.233 -0.1 1.9 -0.6 0.233
H 24.382 -1.521 52.481 0.7 -1.3 0.3 0.250
H 28.381 -0.599 48.704 -1.6 0.6 -0.7 -0.143
H 27.692 0.829 49.260 0.8 -2.2 2.8 0.394
H 26.375 -0.351 48.823 0.7 -0.4 -0.1 0.260
O 31.065 7.322 53.027 0.2 1.2 0.5 -0.656
C 30.401 6.658 52.282 0.3 -1.4 -0.8 0.585
O 29.731 7.244 51.264 0.1 -0.2 0.3 -0.333
C 28.741 6.554 50.459 -2.8 2.3 0.5 0.996
C 28.076 7.696 49.604 3.1 2.6 3.7 -1.711
C 30.481 5.168 52.359 -3.0 -3.8 -3.2 -0.473
H 27.878 6.190 51.127 1.6 0.0 -1.0 0.321
H 29.072 5.810 49.792 0.8 -1.4 -0.2 -0.578
H 28.717 8.373 48.945 0.1 -0.7 1.5 0.278
H 27.430 8.314 50.289 1.0 -0.1 -0.5 0.335
H 27.447 7.421 48.915 -3.7 -2.8 -3.5 0.610
H 29.428 4.552 52.685 2.7 1.9 -1.2 0.222
H 31.241 4.791 52.989 0.8 0.3 1.0 0.439
H 30.761 4.625 51.244 -1.3 1.6 2.9 -0.093
O 31.644 3.142 46.561 -1.0 -5.3 1.5 -0.441
C 31.198 2.014 47.013 1.0 2.0 -1.7 0.794
O 31.103 0.934 46.224 0.7 -1.4 -1.4 -0.286
C 31.650 0.850 44.860 -1.8 6.6 -0.8 1.025
C 31.354 -0.316 44.062 2.7 0.0 0.6 -1.785
C 30.466 1.808 48.292 2.0 1.8 -0.8 -1.605
H 32.692 1.000 44.790 1.4 0.2 0.9 0.594
H 31.311 1.788 44.237 0.3 -2.5 2.6 -0.416
H 30.424 -0.669 44.196 -3.4 -1.4 -0.1 0.388
H 32.082 -0.867 44.579 0.6 -2.9 -0.2 0.529
H 31.723 -0.117 43.068 -0.3 -0.2 -0.4 0.292
H 30.284 2.785 48.828 0.4 -0.6 0.2 0.640
H 30.903 1.253 49.036 1.6 -1.7 1.4 0.898
H 29.435 1.491 48.344 -0.5 -1.0 -0.6 -0.015
O 28.256 3.012 44.637 -1.1 -4.6 -0.9 0.531
C 27.808 1.845 44.643 -0.1 3.9 -0.1 0.309
O 27.402 1.247 43.458 -0.8 0.0 0.6 -0.367
C 27.562 1.943 42.210 5.0 -2.2 -0.8 0.380
C 27.590 0.913 41.006 -0.2 -0.3 3.7 -1.248
C 27.439 1.135 45.939 0.2 -2.3 -3.7 -1.361
H 28.597 2.350 42.268 -1.0 0.2 -0.3 -0.380
H 26.968 2.695 41.844 -2.3 2.0 0.7 0.433
H 27.330 1.404 40.123 0.1 0.8 -1.6 0.476
H 26.723 0.308 41.272 0.2 -0.8 -0.4 0.389
H 28.550 0.369 41.007 -0.8 0.1 -0.3 -0.030
H 27.100 1.766 46.699 -0.4 1.1 1.2 0.199
H 28.306 0.554 46.258 -0.1 0.0 0.3 0.198
H 26.669 0.421 45.566 0.3 0.2 1.0 0.533
C 32.115 6.858 48.028 0.0 -3.2 -3.2 -1.937
C 32.384 5.707 47.053 -2.0 -0.8 -6.6 1.106
O 31.748 5.663 45.850 3.2 0.9 6.6 -0.423
C 33.457 4.639 47.342 1.0 0.2 -0.3 -1.061
H 31.224 7.269 47.729 -1.4 2.4 -1.5 0.525
H 32.954 7.351 48.326 2.1 2.0 0.3 0.533
H 31.734 6.462 48.862 -1.0 -2.3 3.9 0.482
H 33.290 4.245 48.406 0.3 0.1 -1.8 0.225
H 34.425 5.162 47.335 -0.1 0.6 0.7 0.535
H 33.741 3.898 46.476 -1.6 1.1 2.0 0.082
C 28.510 6.941 45.894 -0.9 -2.6 -1.0 -1.113
C 28.954 6.343 44.585 -2.9 -1.5 0.6 0.877
O 28.600 5.214 44.301 0.4 0.9 0.2 -0.287
C 29.593 7.105 43.532 3.1 1.9 -1.5 -1.322
H 27.443 7.015 46.011 -0.4 0.3 -0.4 0.321
H 29.025 7.770 45.998 1.7 5.0 0.4 0.730
H 28.848 6.451 46.759 0.4 -1.7 0.9 0.038
H 29.823 6.298 42.742 -0.4 1.8 0.8 0.197
H 30.598 7.447 43.990 -1.1 -0.5 -0.8 0.296
H 29.146 8.118 43.147 0.3 -2.2 0.7 0.288
C 24.452 5.226 47.051 -1.5 1.4 -2.1 -0.799
C 24.409 5.059 45.493 -0.6 2.2 -1.2 0.520
O 23.832 5.966 44.782 2.2 -4.0 2.5 -0.681
C 25.281 3.857 44.957 -4.2 1.8 -2.6 0.111
H 24.240 6.323 47.109 -0.4 -1.0 0.8 0.317
H 25.355 5.029 47.547 2.0 -0.4 0.2 0.073
H 23.810 4.518 47.587 -0.6 0.5 -0.3 0.329
H 26.095 3.896 45.525 2.9 -1.4 3.5 -0.592
H 25.831 4.127 44.079 -0.5 0.5 -1.4 0.254
H 24.667 2.961 44.708 0.8 0.4 0.9 0.426
```
Forces are in eV/Å.

Calculated values
LUMO energy	3.31	eV
spin multiplicity	1
net charge	-2
frontier orbital gap	3.17	eV
HOMO	0.1410	eV

---

No. 3
Density functional theory data (wB97M-V/def2-TZVPD) for C9H8N2 as an isolated structure in a non-equilibrium geometry.

```
19
Properties=species:S:1:pos:R:3:forces:R:3:mulliken_charge:R:1
C -1.819 -1.441 1.078 -0.8 0.7 0.3 -1.033
C -1.153 -0.374 0.201 -1.8 4.9 0.3 0.586
C -1.974 0.853 -0.194 -1.0 -4.0 0.6 -0.409
C -1.537 1.948 -0.927 4.7 -1.7 -1.8 -0.289
C 0.598 0.823 -0.895 -0.8 3.8 -1.2 0.232
C 2.869 0.430 -0.768 1.2 4.8 2.0 -0.224
C 2.605 -0.654 0.048 2.6 -4.3 3.2 -0.204
C 1.329 -1.075 0.336 0.1 0.4 1.2 -0.419
C 0.286 -0.269 -0.073 -3.9 0.5 -1.1 0.577
H -1.759 -1.158 2.410 0.1 -1.2 -4.4 0.229
H -3.049 -1.538 0.767 3.8 0.0 1.0 0.316
H -1.112 -2.235 0.630 -1.9 -0.3 1.9 0.325
H -3.137 0.741 -0.156 2.2 0.2 0.6 0.159
H -2.238 2.737 -1.241 0.8 -0.3 0.1 0.348
H 3.906 1.131 -0.597 -2.5 -2.7 -1.1 0.249
H 3.477 -1.294 0.752 -2.3 2.2 -2.7 0.162
H 1.046 -1.756 1.141 0.8 -0.4 -0.4 0.340
N -0.183 1.895 -1.416 -4.5 -0.8 2.8 -0.523
N 1.846 1.236 -1.098 3.1 -1.7 -1.1 -0.423
```
Forces are in eV/Å.

Calculated values
LUMO energy	-0.74	eV
spin multiplicity	1
frontier orbital gap	7.95	eV
HOMO	-8.6953	eV

---

No. 4
Density functional theory data (wB97M-V/def2-TZVPD) for C15H15F3FeIO3P as an isolated structure in a non-equilibrium geometry.

```
39
Properties=species:S:1:pos:R:3:forces:R:3:lowdin_spin:R:1
Fe -0.886 -0.307 -0.574 -0.4 0.1 0.6 4.123
I -1.951 2.230 -1.254 1.3 -0.6 0.5 0.129
C 0.214 2.598 -1.006 -0.8 0.0 0.3 0.005
C 0.536 3.917 -0.758 -1.1 -2.2 -0.4 0.016
C 1.796 4.363 -0.979 2.5 -0.4 -0.1 -0.003
C 2.745 3.434 -1.386 0.1 0.2 -0.7 0.022
C 2.394 2.073 -1.672 1.6 0.6 0.3 0.007
C 3.341 1.191 -2.287 -0.2 -0.1 0.6 0.056
C 2.974 -0.105 -2.556 2.1 0.8 0.5 0.007
C 1.732 -0.532 -2.156 -1.0 -3.4 -0.8 0.079
C 0.798 0.176 -1.513 -0.3 2.6 0.9 0.217
C 1.134 1.571 -1.325 -1.6 0.5 -0.6 0.048
H -0.203 4.518 -0.359 -1.4 1.5 0.3 0.002
H 2.036 5.404 -0.833 0.2 0.0 0.1 -0.001
H 3.787 3.751 -1.570 -0.7 -0.2 0.0 0.001
H 4.342 1.570 -2.444 0.0 -0.1 -0.2 0.003
H 3.705 -0.872 -2.836 -0.3 0.6 -0.4 0.000
H 1.511 -1.580 -2.399 0.0 0.3 0.2 0.007
F -3.760 -2.156 -3.725 0.7 0.0 0.9 0.000
C -3.256 -2.842 -2.678 -0.7 -0.6 0.3 0.002
F -2.630 -3.927 -3.179 0.1 0.9 0.5 0.001
F -4.294 -3.287 -1.940 0.6 0.4 -0.3 0.002
C -2.297 -1.960 -1.739 0.0 -0.4 -1.8 0.019
O -2.600 -1.673 -0.561 0.3 0.2 0.0 0.051
O -1.235 -1.537 -2.284 -0.7 -0.2 0.7 0.116
C -0.690 -2.566 2.364 0.5 -0.1 -0.6 0.001
P -0.740 -0.845 2.724 0.7 0.2 1.6 0.010
C -2.269 -0.585 3.699 0.1 -0.4 0.7 0.002
C 0.830 -0.521 3.627 -0.4 -1.6 0.6 0.002
O -0.706 0.030 1.510 -0.5 0.6 -2.9 0.074
H -0.898 -3.005 3.339 -0.3 -0.7 -0.3 0.000
H 0.338 -2.822 2.062 -0.4 0.0 0.1 0.000
H -1.383 -2.790 1.529 0.1 -0.2 0.8 0.000
H -2.223 -0.794 4.803 0.3 -0.3 -1.1 0.000
H -3.120 -1.142 3.249 0.7 0.2 0.2 0.000
H -2.521 0.457 3.673 -0.1 0.7 -0.3 0.000
H 0.914 -1.391 4.374 0.3 1.5 -0.9 0.000
H 0.828 0.438 4.118 -0.2 0.2 0.5 0.000
H 1.707 -0.482 2.941 -0.8 -0.5 0.2 0.000
```
Forces are in eV/Å.

Calculated values
⟨S²⟩	8.769
LUMO energy (spin up / spin down)	-3.14 / -5.57	eV
spin multiplicity	6
net charge	+1
frontier orbital gap (spin up / spin down)	8.37 / 6.01	eV
HOMO (spin up / spin down)	-11.5152 / -11.5787	eV

---

No. 5
Density functional theory data (wB97M-V/def2-TZVPD) for C5H9NOS as an isolated structure in a non-equilibrium geometry.

```
17
Properties=species:S:1:pos:R:3:forces:R:3:mulliken_charge:R:1
C -0.479 0.338 -0.165 2.7 1.7 0.6 0.569
C 0.938 1.112 -0.506 -1.5 -3.1 0.0 -1.031
C 2.040 -0.002 0.038 -4.0 1.0 2.6 -0.654
C -0.259 -1.155 -0.624 4.3 -1.1 4.0 -0.731
C -1.526 -0.512 -0.676 -4.2 -1.6 -0.6 0.218
H -1.147 -0.371 1.830 1.7 3.7 -2.1 0.327
H 0.006 1.275 1.836 -3.4 -3.1 -2.5 0.290
H 0.994 2.133 -0.096 0.2 -0.6 -0.3 0.400
H 0.974 1.027 -1.593 0.3 0.7 0.1 0.342
H 2.800 -0.115 -0.620 2.2 -0.5 -2.1 0.467
H 2.415 0.219 1.027 0.4 0.7 0.0 0.314
H -0.019 -1.427 -1.587 1.3 0.0 -2.0 0.403
H -1.724 -0.713 -1.751 -1.0 1.3 0.7 0.304
H -2.794 0.122 0.941 1.5 -4.2 -3.3 0.443
N -0.867 0.632 1.227 2.5 -1.1 4.1 -0.782
O -2.521 -0.928 0.228 -1.7 5.0 2.1 -0.694
S 1.168 -1.636 0.492 -1.3 1.0 -1.4 -0.186
```
Forces are in eV/Å.

Calculated values
LUMO energy	0.49	eV
spin multiplicity	1
frontier orbital gap	8.76	eV
HOMO	-8.2704	eV

---

No. 6
Density functional theory data (wB97M-V/def2-TZVPD) for one molecule with the formula C3H4O5S2 in a non-equilibrium geometry.

```
14
Properties=species:S:1:pos:R:3:forces:R:3:mulliken_charge:R:1
C -0.942 -0.978 0.930 -0.6 0.9 -1.4 0.548
C 0.371 -0.552 1.340 -0.9 1.3 -3.2 -0.827
C 0.502 1.024 -1.143 -1.4 -0.8 1.7 -0.726
O -1.669 -1.874 0.981 -0.6 -1.2 0.5 -0.362
O -2.353 0.447 -1.405 0.7 -0.4 1.4 -0.576
O -1.635 1.652 0.713 0.0 -1.4 -1.0 -0.548
O 1.016 -1.586 -1.270 -0.7 1.6 1.2 -0.570
O 2.628 -0.292 0.035 0.0 0.9 0.0 -0.596
S -1.466 0.556 -0.260 0.7 3.1 -1.2 0.950
S 1.274 -0.422 -0.419 0.8 -1.8 -0.5 1.071
H 0.256 0.527 1.556 0.9 -0.7 1.0 0.444
H 0.836 -1.359 1.811 1.3 -0.5 1.4 0.443
H 0.293 0.868 -2.238 0.6 0.5 1.3 0.421
H 0.889 1.987 -0.631 -0.8 -1.6 -1.3 0.329
```
Forces are in eV/Å.

Calculated values
LUMO energy	-1.13	eV
spin multiplicity	1
SMILES string	O=C1CS(=O)(=O)CS1(=O)=O
frontier orbital gap	9.12	eV
HOMO	-10.2567	eV

---

| no. | molecular weight (g mol⁻¹) |
| --- | --- |
| 1 | 141.2 |
| 2 | 727.8 |
| 3 | 144.2 |
| 4 | 514.0 |
| 5 | 131.2 |
| 6 | 184.2 |